Record 1
56
Properties=species:S:1:pos:R:3:mulliken_charge:R:1 method="wB97M-V/def2-TZVPD" e_lumo_ha=0.0262 charge=0 total_energy_ha=-1509.7495 homo_ev=-8.845 smiles="C[C@@H]1C[C@H](C)CN(C(=O)CCC(=O)Nc2nnc(C3CCCCC3)s2)C1" orbital_gap_ha=0.351
C -1.053 -2.570 2.075 -1.72
C -1.921 -2.329 0.844 0.63
C -1.131 -1.618 -0.255 -0.10
C -1.955 -1.508 -1.543 0.62
C -1.363 -0.451 -2.471 -1.67
C -3.426 -1.215 -1.170 -1.30
N -3.518 -0.586 0.125 0.28
C -3.817 0.690 0.413 0.71
O -3.895 1.076 1.575 -0.76
C -4.017 1.689 -0.722 -0.54
C -3.347 3.020 -0.332 -0.91
C -1.864 2.760 -0.205 0.43
O -1.073 2.887 -1.116 -0.60
N -1.485 2.280 1.018 0.04
C -0.259 1.711 1.219 -0.03
N 0.050 1.036 2.275 -0.51
N 1.276 0.523 2.221 -0.52
C 1.919 0.792 1.143 0.64
C 3.283 0.300 0.831 0.16
C 4.223 1.465 0.506 -0.62
C 5.619 0.946 0.177 -0.78
C 5.565 -0.026 -0.998 -0.62
C 4.628 -1.188 -0.682 -0.90
C 3.231 -0.674 -0.353 -0.42
S 1.001 1.779 0.008 -0.17
C -3.142 -1.471 1.217 -1.25
H -0.231 -3.240 1.835 0.44
H -0.638 -1.632 2.437 0.34
H -1.641 -3.020 2.872 0.40
H -2.259 -3.296 0.454 0.37
H -0.202 -2.153 -0.455 0.80
H -0.867 -0.619 0.096 -0.86
H -1.930 -2.471 -2.063 0.33
H -0.342 -0.719 -2.732 0.41
H -1.939 -0.378 -3.392 0.42
H -1.336 0.527 -1.998 0.34
H -3.980 -2.158 -1.103 0.34
H -3.910 -0.611 -1.936 0.55
H -5.088 1.851 -0.856 0.29
H -3.590 1.344 -1.660 0.37
H -3.514 3.760 -1.114 0.45
H -3.759 3.373 0.613 0.33
H -2.195 2.091 1.724 0.37
H 3.648 -0.229 1.717 0.24
H 3.826 2.016 -0.350 0.34
H 4.267 2.148 1.357 0.33
H 6.275 1.786 -0.064 0.37
H 6.032 0.438 1.051 0.35
H 5.204 0.498 -1.885 0.32
H 6.566 -0.404 -1.215 0.35
H 4.577 -1.869 -1.534 0.36
H 5.018 -1.747 0.172 0.38
H 2.816 -0.155 -1.221 0.35
H 2.570 -1.508 -0.108 0.15
H -3.995 -2.105 1.484 0.15
H -2.909 -0.837 2.076 0.54



Record 2
59
Properties=species:S:1:pos:R:3:mulliken_charge:R:1 method="wB97M-V/def2-TZVPD" e_lumo_ha=0.0174 charge=0 total_energy_ha=-2058.3373 homo_ev=-8.238 smiles="COCCNC(=S)Nc1cc(S(=O)(=O)N2CCOCC2)ccc1N1CCCCC1" orbital_gap_ha=0.320
C -2.476 4.631 -3.930 -0.70
O -1.238 4.415 -3.292 -0.43
C -1.035 3.103 -2.843 -0.03
C -1.870 2.753 -1.594 -1.01
N -1.444 1.509 -1.009 0.08
C -2.001 0.320 -1.312 0.41
S -3.466 0.167 -2.060 -0.45
N -1.377 -0.813 -0.886 -0.33
C -0.086 -1.006 -0.399 -0.40
C 1.000 -0.284 -0.874 -0.72
C 2.274 -0.564 -0.418 0.09
S 3.617 0.465 -1.002 1.19
O 4.834 -0.286 -0.942 -0.74
O 3.202 1.062 -2.237 -0.70
N 3.778 1.715 0.084 0.10
C 2.758 2.734 0.118 -0.80
C 1.758 2.471 1.250 -0.12
O 2.421 2.324 2.485 -0.48
C 3.341 1.251 2.454 -0.19
C 4.396 1.459 1.362 -0.72
C 2.502 -1.597 0.467 -0.92
C 1.431 -2.342 0.929 -0.26
C 0.122 -2.051 0.539 0.08
N -0.973 -2.789 0.959 0.43
C -2.037 -2.116 1.688 -0.78
C -3.365 -2.829 1.451 -0.45
C -3.246 -4.286 1.886 -0.77
C -2.068 -4.937 1.167 -0.82
C -0.783 -4.148 1.421 -1.03
H -2.423 5.628 -4.364 0.26
H -3.312 4.589 -3.226 0.29
H -2.642 3.896 -4.725 0.31
H 0.031 3.042 -2.600 0.15
H -1.257 2.377 -3.640 0.27
H -2.924 2.644 -1.860 0.48
H -1.762 3.551 -0.854 0.18
H -0.542 1.510 -0.555 -0.03
H -1.945 -1.650 -0.940 0.29
H 0.894 0.452 -1.656 1.16
H 2.275 2.743 -0.859 0.42
H 3.243 3.702 0.286 0.34
H 1.077 3.315 1.372 0.40
H 1.179 1.556 1.038 0.09
H 3.805 1.228 3.441 0.38
H 2.800 0.307 2.282 0.09
H 5.030 0.581 1.245 0.37
H 5.018 2.324 1.620 0.33
H 3.512 -1.816 0.774 0.53
H 1.612 -3.145 1.626 0.52
H -2.101 -1.073 1.379 0.35
H -1.809 -2.132 2.766 0.36
H -4.152 -2.324 2.012 0.34
H -3.624 -2.781 0.392 0.24
H -4.167 -4.825 1.662 0.37
H -3.084 -4.331 2.966 0.31
H -1.934 -5.964 1.507 0.37
H -2.264 -4.955 0.093 0.31
H 0.038 -4.599 0.860 0.55
H -0.540 -4.182 2.495 0.45



Record 3
65
Properties=species:S:1:pos:R:3:mulliken_charge:R:1 method="wB97M-V/def2-TZVPD" e_lumo_ha=0.1418 charge=-2 total_energy_ha=-4589.9922 homo_ev=-0.808 orbital_gap_ha=0.171
Na 0.002 1.008 -0.072 0.76
C -3.626 -0.320 -1.941 -1.43
N -2.617 -0.700 -0.978 0.96
C -1.410 -1.174 -1.639 -1.33
C -3.056 -1.515 0.096 0.26
C -4.330 -2.066 0.125 -0.28
C -4.789 -2.822 1.204 -0.81
C -3.935 -3.037 2.274 -0.74
C -2.654 -2.508 2.259 -0.63
C -2.164 -1.721 1.193 -0.12
N -0.949 -1.109 1.199 0.20
C 0.123 -1.684 1.793 -0.04
C 0.321 -3.080 1.906 -0.74
C 1.493 -3.625 2.405 -0.74
C 2.525 -2.811 2.839 -0.92
C 2.356 -1.427 2.765 0.07
C 1.199 -0.858 2.263 0.17
N 1.057 0.555 2.139 0.98
C 0.086 1.143 3.053 -0.99
C 2.295 1.308 2.108 -1.26
H -3.993 -1.176 -2.539 0.41
H -3.202 0.418 -2.617 0.40
H -4.477 0.141 -1.438 0.35
H -1.612 -2.077 -2.243 0.21
H -0.637 -1.390 -0.903 0.29
H -1.040 -0.388 -2.302 0.40
H -5.002 -1.895 -0.707 0.38
H -5.798 -3.219 1.200 0.35
H -4.269 -3.610 3.134 0.35
H -2.002 -2.658 3.110 0.44
H -0.461 -3.736 1.544 0.48
H 1.604 -4.705 2.441 0.35
H 3.449 -3.233 3.220 0.35
H 3.163 -0.782 3.093 0.33
H 0.453 1.123 4.094 0.29
H -0.851 0.591 2.989 0.16
H -0.114 2.173 2.757 0.24
H 2.808 1.345 3.088 0.30
H 2.073 2.331 1.804 0.15
H 2.968 0.853 1.379 0.33
O 0.649 3.934 0.808 -0.30
P -0.905 4.094 0.306 0.76
O -1.483 5.298 0.947 -0.85
O -1.478 2.714 0.444 -0.66
O -0.718 4.406 -1.282 -0.45
P -0.565 3.219 -2.400 0.22
O -2.013 2.508 -2.295 -0.52
O -0.421 3.818 -3.747 -0.83
O 0.488 2.270 -1.905 0.07
H 1.017 4.791 1.057 0.20
H -2.176 2.304 -1.347 0.45
C 1.786 0.442 -3.893 -1.04
As 2.616 0.350 -2.155 0.64
C 4.134 -0.833 -2.484 -1.30
C 3.448 2.051 -1.808 -0.97
O 1.740 -0.267 -0.910 -0.15
H 2.558 0.610 -4.646 0.43
H 1.072 1.262 -3.872 0.15
H 1.282 -0.503 -4.091 0.31
H 4.807 -0.431 -3.241 0.39
H 3.747 -1.800 -2.807 0.36
H 4.664 -0.964 -1.541 0.32
H 3.955 2.407 -2.705 0.38
H 4.164 1.931 -0.996 0.36
H 2.643 2.731 -1.532 0.11



Record 4
58
Properties=species:S:1:pos:R:3:mulliken_charge:R:1 method="wB97M-V/def2-TZVPD" e_lumo_ha="-0.1065 / -0.1678" charge=+1 total_energy_ha=-1272.6125 homo_ev="-11.281 / -11.331" spin_multiplicity=2 s2=0.76 orbital_gap_ha="0.308 / 0.249"
Ru -0.111 -0.201 0.996 -0.22
C 2.310 1.774 2.686 -1.67
C 0.871 1.600 2.301 1.19
C 0.014 0.788 3.088 -1.11
C -1.365 0.675 2.831 1.53
C -2.250 -0.126 3.734 -1.72
C -1.852 1.254 1.631 -0.60
C -1.014 1.989 0.763 0.85
C -1.573 2.631 -0.475 -1.73
C 0.336 2.181 1.146 -0.52
H 2.815 0.808 2.734 0.30
H 2.384 2.232 3.673 0.38
H 2.834 2.408 1.974 0.41
H 0.427 0.261 3.940 0.40
H -1.890 -1.155 3.791 0.33
H -3.277 -0.136 3.374 0.40
H -2.234 0.290 4.741 0.39
H -2.898 1.129 1.381 0.40
H -2.091 1.901 -1.095 0.28
H -0.785 3.092 -1.066 0.40
H -2.292 3.405 -0.202 0.40
H 0.984 2.753 0.494 0.43
C 3.073 -1.407 -1.583 -1.58
C 2.110 -1.217 -0.462 0.29
N 1.065 -0.446 -0.582 0.55
O 0.879 0.146 -1.819 -0.65
C 2.177 -1.897 0.796 0.24
C 3.201 -2.873 1.258 -1.59
N 1.129 -1.620 1.568 1.20
O 0.953 -2.131 2.693 -0.76
H 3.298 -0.455 -2.058 0.35
H 2.624 -2.050 -2.342 0.27
H 3.993 -1.865 -1.234 0.50
H 0.014 -0.202 -2.108 0.38
H 3.877 -3.162 0.458 0.44
H 2.709 -3.765 1.645 0.33
H 3.788 -2.457 2.080 0.29
C -3.140 -2.282 -3.061 -1.86
C -2.282 -2.603 -1.856 1.34
C -1.310 -3.730 -2.165 -1.94
O -1.459 -1.423 -1.540 -0.41
B -1.333 -1.397 -0.181 0.89
O -2.149 -2.266 0.481 -0.52
C -3.068 -2.816 -0.522 1.63
C -4.340 -1.986 -0.440 -1.84
C -3.348 -4.263 -0.179 -1.77
H -2.502 -2.126 -3.931 0.47
H -3.737 -1.386 -2.906 0.37
H -3.810 -3.115 -3.279 0.38
H -0.677 -3.433 -3.001 0.48
H -1.841 -4.640 -2.444 0.41
H -0.673 -3.949 -1.307 0.30
H -4.143 -0.937 -0.667 0.26
H -4.738 -2.053 0.572 0.48
H -5.099 -2.352 -1.130 0.38
H -2.431 -4.839 -0.081 0.37
H -3.973 -4.723 -0.947 0.35
H -3.885 -4.314 0.768 0.46



Record 5
63
Properties=species:S:1:pos:R:3:mulliken_charge:R:1 method="wB97M-V/def2-TZVPD" e_lumo_ha="0.0155 / 0.0181" charge=0 total_energy_ha=-2413.8069 homo_ev="-4.717 / -4.128" orbital_gap_ha="0.189 / 0.170"
P -2.495 -0.193 -2.352 1.61
P -3.317 -0.099 1.002 1.85
C -4.212 -0.507 -1.673 -1.31
C -4.539 0.183 -0.317 -1.06
H -4.340 -1.611 -1.605 0.39
H -4.903 -0.149 -2.462 0.54
H -4.664 1.278 -0.457 0.38
H -5.489 -0.211 0.080 0.55
C -3.643 -1.762 1.600 -1.53
H -2.978 -1.979 2.443 0.39
H -3.458 -2.506 0.818 0.36
H -4.682 -1.848 1.927 0.47
C -3.758 1.079 2.305 -1.59
H -4.710 0.809 2.745 0.44
H -3.825 2.095 1.891 0.41
H -2.981 1.071 3.076 0.39
C -2.517 -1.220 -3.835 -1.51
H -1.527 -1.208 -4.292 0.43
H -3.238 -0.832 -4.541 0.48
H -2.773 -2.253 -3.574 0.35
C -2.708 1.474 -3.034 -1.74
H -2.986 2.205 -2.267 0.30
H -3.498 1.444 -3.799 0.50
H -1.784 1.792 -3.510 0.41
Be 1.107 0.065 -0.468 -0.72
C 0.746 0.747 1.594 -1.26
C 0.718 -0.609 1.268 0.32
C -0.531 -1.354 0.795 0.09
C -0.604 -1.779 -0.705 -1.21
C -0.522 -0.659 -1.790 -1.11
C -0.163 0.753 -1.411 0.45
C -0.922 1.411 -0.281 0.35
C -0.076 1.823 0.986 -1.10
C 3.673 0.372 -0.757 -0.95
H 1.494 1.089 2.312 0.55
H 1.482 -1.315 1.657 0.68
H -1.395 -0.692 1.031 -1.49
H -0.686 -2.248 1.420 0.61
H 0.185 -2.545 -0.858 0.35
H -1.570 -2.356 -0.848 0.49
H -0.153 -1.050 -2.758 0.93
H 0.141 1.460 -2.199 1.25
H -1.729 0.689 0.029 -2.09
H -1.543 2.294 -0.578 0.37
H 0.602 2.649 0.681 0.35
H -0.807 2.324 1.660 0.52
H 4.433 1.064 -1.111 0.47
H 2.659 0.821 -0.772 0.38
H 3.675 -0.543 -1.351 0.26
F 5.495 2.282 0.602 -0.24
C 5.364 1.510 1.719 0.66
F 6.526 1.583 2.431 -0.24
F 4.358 2.044 2.449 -0.21
C 5.000 0.056 1.315 0.29
O 3.783 0.027 0.625 0.11
C 6.181 -0.631 0.572 0.60
F 7.207 -0.920 1.422 -0.25
F 5.825 -1.781 -0.053 -0.24
F 6.628 0.222 -0.360 -0.23
C 4.707 -0.763 2.609 0.44
F 5.643 -0.650 3.582 -0.24
F 3.510 -0.371 3.123 -0.17
F 4.584 -2.068 2.251 -0.26



Record 6
66
Properties=species:S:1:pos:R:3:mulliken_charge:R:1 method="wB97M-V/def2-TZVPD" e_lumo_ha=0.0755 charge=-1 total_energy_ha=-4613.4466 homo_ev=-3.822 orbital_gap_ha=0.216
C -0.707 3.665 -2.412 -0.86
C -1.321 2.466 -2.345 -0.35
In -1.644 1.445 -0.384 1.05
C -2.820 2.904 0.892 -0.69
C -3.914 3.563 0.041 -0.60
N -4.451 2.655 -1.007 -0.34
C 0.232 1.022 0.788 -1.61
C 1.490 0.550 0.061 0.62
C 1.762 1.179 -1.283 -1.39
Br 1.552 -1.426 -0.083 -0.25
C -2.945 -0.386 -0.643 -1.03
C -2.286 -1.613 -1.217 0.40
O -3.229 -2.726 -1.267 -0.64
C -1.849 -1.406 -2.678 0.65
F -2.037 -2.527 -3.429 -0.33
F -0.529 -1.119 -2.775 -0.21
F -2.531 -0.428 -3.303 -0.27
H -0.094 3.945 -3.272 0.26
H -0.813 4.414 -1.630 0.19
H -1.622 2.044 -3.306 0.26
H -3.234 2.351 1.733 0.06
H -2.101 3.660 1.211 0.34
H -4.731 3.867 0.703 0.29
H -3.458 4.422 -0.447 0.29
H -4.626 3.190 -1.850 0.16
H -5.358 2.313 -0.716 0.17
H -0.032 0.227 1.488 0.43
H 0.463 1.895 1.397 0.35
H 2.347 0.780 0.690 0.40
H 1.728 2.260 -1.174 0.34
H 1.088 0.818 -2.055 0.31
H 2.770 0.904 -1.592 0.36
H -3.308 -0.659 0.352 -0.15
H -3.825 -0.143 -1.231 0.36
H -1.444 -1.932 -0.606 0.21
H -3.195 -3.165 -0.419 0.37
C -4.693 -1.501 4.774 -0.36
C -4.681 -1.669 3.268 -0.33
O -4.555 -0.325 2.814 -0.24
C -3.983 0.410 3.800 0.63
O -3.586 1.515 3.667 -0.52
O -3.926 -0.311 4.956 -0.37
H -4.235 -2.334 5.303 0.30
H -5.699 -1.337 5.167 0.25
H -3.820 -2.242 2.917 0.23
H -5.591 -2.119 2.878 0.34
C 6.764 1.972 -2.707 -0.29
C 7.215 3.102 -1.805 -0.32
O 6.099 3.260 -0.930 -0.32
C 5.410 2.087 -0.902 0.59
O 4.529 1.838 -0.156 -0.44
O 5.876 1.243 -1.860 -0.29
H 7.580 1.336 -3.040 0.27
H 6.208 2.328 -3.576 0.26
H 8.094 2.837 -1.212 0.25
H 7.413 4.027 -2.342 0.28
C 3.431 -4.325 1.141 0.22
C 3.370 -5.416 0.096 -0.33
O 3.749 -6.580 0.844 -0.35
C 3.481 -6.345 2.151 0.66
O 3.528 -7.171 3.005 -0.54
O 3.155 -5.050 2.349 -0.33
H 2.701 -3.538 0.977 -0.22
H 4.424 -3.877 1.219 0.22
H 2.362 -5.562 -0.296 0.28
H 4.054 -5.256 -0.733 0.31



Record 7
69
Properties=species:S:1:pos:R:3:mulliken_charge:R:1 method="wB97M-V/def2-TZVPD" e_lumo_ha=-0.0703 charge=0 total_energy_ha=-4189.8728 homo_ev=-5.305 orbital_gap_ha=0.125
C 3.658 -2.375 1.962 -0.83
N 3.598 -1.122 1.198 -0.19
C 2.649 -1.058 0.085 -1.29
N 2.516 -2.350 -0.597 0.26
C 3.373 -2.998 -1.409 0.41
N 4.533 -2.550 -1.893 -0.09
C 5.065 -1.245 -1.775 -0.06
Cl 4.361 -0.064 -2.835 -0.11
C 6.086 -0.922 -0.986 0.66
C 6.676 0.454 -0.867 -1.25
Cl 6.823 -2.169 -0.049 -0.17
N 2.907 -4.216 -1.733 -0.76
C 1.717 -4.318 -1.184 0.33
C 0.846 -5.496 -1.354 -0.25
Cl -0.185 -5.401 -2.719 -0.12
C 0.955 -6.532 -0.533 0.63
C 1.883 -6.548 0.659 -1.10
Cl 0.012 -7.940 -0.790 -0.17
N 1.418 -3.193 -0.483 1.04
C 0.188 -2.788 0.212 -0.16
F 0.522 -2.428 1.455 -0.28
F -0.580 -3.866 0.278 -0.33
C -0.551 -1.591 -0.507 1.12
F -0.572 -0.565 0.340 -0.19
F 0.186 -1.252 -1.589 -0.31
C -2.015 -1.857 -0.971 0.45
F -2.770 -2.065 0.090 -0.25
F -2.402 -0.794 -1.615 -0.18
F -2.080 -2.921 -1.767 -0.21
H 4.342 -2.219 2.801 0.42
H 4.082 -3.179 1.348 0.22
H 2.698 -2.708 2.370 0.22
H 3.333 -0.386 1.845 0.35
H 3.001 -0.349 -0.669 0.20
H 1.657 -0.731 0.389 0.78
H 5.009 -3.219 -2.489 0.26
H 5.890 1.171 -0.599 0.33
H 7.094 0.773 -1.830 0.33
H 7.451 0.474 -0.103 0.38
H 1.593 -5.781 1.385 0.24
H 1.854 -7.521 1.149 0.41
H 2.914 -6.353 0.341 0.31
C -5.036 6.457 2.316 -1.04
Si -4.745 4.991 1.153 0.15
C -5.640 5.450 -0.462 -1.07
C -5.769 3.564 1.889 -1.06
N -3.115 4.687 1.001 -0.02
Si -2.343 3.523 0.119 -0.03
C -2.596 3.578 -1.767 -1.07
C -2.747 1.722 0.594 -0.12
C -0.459 3.639 0.355 -0.97
H -6.100 6.686 2.443 0.28
H -4.613 6.243 3.300 0.25
H -4.540 7.348 1.923 0.25
H -6.644 5.845 -0.274 0.34
H -5.747 4.582 -1.121 0.30
H -5.069 6.212 -0.998 0.26
H -5.277 3.178 2.786 0.26
H -5.873 2.738 1.178 0.29
H -6.778 3.887 2.167 0.35
H -3.609 3.269 -2.041 0.30
H -1.895 2.923 -2.301 0.34
H -2.447 4.598 -2.128 0.28
H -2.686 1.596 1.678 0.33
H -2.030 1.036 0.128 -0.68
H -3.749 1.424 0.270 0.32
H -0.211 3.530 1.414 0.27
H -0.104 4.618 0.025 0.29
H 0.086 2.870 -0.209 0.14



Record 8
62
Properties=species:S:1:pos:R:3:mulliken_charge:R:1 method="wB97M-V/def2-TZVPD" e_lumo_ha="-0.0873 / -0.0900" charge=+1 total_energy_ha=-3971.9627 homo_ev="-11.467 / -11.619" spin_multiplicity=6 s2=8.75 orbital_gap_ha="0.334 / 0.337"
Mn -0.121 0.007 0.416 0.95
C 1.468 3.356 -0.296 -1.04
C 0.721 3.473 1.021 -0.62
S -0.872 2.591 0.904 0.05
C -1.477 2.683 2.617 -0.91
C -0.679 1.910 3.650 -0.72
S -0.793 0.108 3.359 0.16
C 0.716 -0.480 4.215 -1.02
C 1.835 -0.827 3.243 -0.15
S 2.243 0.688 2.325 -0.13
C 3.344 0.133 0.994 -0.26
C 3.467 1.283 0.006 -1.12
S 1.893 1.668 -0.854 0.22
H 2.388 3.939 -0.267 0.53
H 0.841 3.724 -1.107 0.37
H 0.501 4.524 1.214 0.53
H 1.299 3.071 1.848 0.25
H -2.496 2.301 2.549 0.45
H -1.520 3.736 2.892 0.51
H -1.095 2.104 4.638 0.51
H 0.371 2.194 3.642 0.33
H 0.431 -1.360 4.789 0.50
H 1.026 0.302 4.907 0.46
H 1.506 -1.567 2.516 -0.30
H 2.718 -1.191 3.768 0.62
H 2.898 -0.750 0.531 -0.14
H 4.321 -0.115 1.408 0.56
H 4.190 1.039 -0.770 0.50
H 3.787 2.194 0.513 0.46
C -1.730 -3.962 0.048 -1.73
C -1.761 -2.723 0.925 1.71
C -2.415 -2.996 2.273 -1.77
O -0.394 -2.238 1.126 -0.19
C -2.576 -1.582 0.230 -0.15
O -3.604 -1.880 -0.336 -0.68
O -2.071 -0.400 0.360 -0.58
H -1.331 -4.817 0.600 0.43
H -1.105 -3.782 -0.829 0.30
H -2.737 -4.191 -0.289 0.42
H -1.829 -3.720 2.848 0.47
H -3.410 -3.405 2.111 0.42
H -2.508 -2.074 2.846 0.36
H 0.038 -2.913 1.662 0.26
O -1.081 2.431 -2.688 -0.26
C -0.848 2.191 -4.062 -0.60
N -1.698 1.190 -4.651 -0.12
C -1.471 -0.166 -4.720 -0.04
O -2.058 -0.865 -5.510 -0.59
C -0.427 -0.726 -3.789 -0.27
C 0.661 -1.418 -4.299 -0.36
C 1.590 -1.946 -3.418 -1.15
C 1.411 -1.741 -2.064 -0.63
N 0.349 -1.113 -1.552 0.62
C -0.569 -0.639 -2.407 0.32
H -2.009 2.657 -2.551 0.25
H 0.198 1.889 -4.129 0.31
H -0.986 3.108 -4.637 0.41
H -2.401 1.506 -5.303 0.26
H 0.766 -1.539 -5.370 0.52
H 2.439 -2.516 -3.766 0.45
H 2.132 -2.124 -1.351 0.54
H -1.475 -0.234 -1.977 0.53



- What is the charge in the first record?
  0